Record 1
52
Properties=species:S:1:pos:R:3:forces:R:3 method="wB97M-V/def2-TZVPD" smiles=CNC[C@H](C)NCO.O.O.O.O.O.O.O.O.O.O lumo_ev=0.3 e_tot_ha=-1148.03818 fmax_ev_per_a=1.601 homo_lumo_gap_ev=8.97 multiplicity=1 e_above_lowest_kcal_mol=45.1
C -3.812 -1.974 1.820 0.1 0.6 -0.3
N -2.674 -1.086 1.560 0.4 -0.5 0.4
C -1.371 -1.762 1.725 0.1 0.6 0.4
C -0.259 -0.880 1.160 -0.3 0.8 -0.1
C -0.523 -0.578 -0.324 0.3 -0.8 -0.6
N 1.058 -1.423 1.467 -1.3 -0.4 -0.6
C 2.020 -0.619 2.093 1.5 0.2 0.4
O 3.049 -0.059 1.214 -0.5 0.0 -0.8
H -4.665 -1.532 1.299 -0.2 -0.1 0.4
H -3.956 -2.008 2.905 -0.3 -0.2 -0.2
H -3.702 -2.995 1.436 0.2 0.0 0.0
H -2.718 -0.686 0.631 -0.1 -0.3 -0.2
H -1.374 -2.752 1.255 0.1 0.0 -0.2
H -1.128 -1.923 2.783 -0.4 0.0 0.0
H -0.363 0.112 1.653 0.2 -0.6 0.1
H 0.389 -0.586 -0.922 0.2 0.4 0.3
H -1.128 -1.339 -0.847 -0.1 0.1 0.4
H -1.013 0.377 -0.416 -0.1 0.3 -0.3
H 1.377 -1.988 0.669 0.5 0.3 0.8
H 2.627 -1.179 2.811 -0.3 -0.3 0.1
H 1.604 0.237 2.643 -0.3 -0.3 -0.3
H 3.247 -0.781 0.591 0.1 0.2 0.4
O 2.533 -2.790 -0.651 -0.4 -0.3 -0.5
H 2.476 -2.169 -1.412 -0.1 -0.3 0.1
H 1.806 -3.439 -0.819 0.7 0.8 -0.1
O -3.379 1.450 2.777 0.0 -1.5 0.6
H -2.946 1.408 3.647 -0.2 0.4 -0.4
H -3.263 0.504 2.470 0.0 0.4 0.1
O -3.181 0.755 -2.047 0.1 0.8 -0.1
H -2.530 1.463 -2.206 0.0 -0.6 0.1
H -4.009 1.229 -2.193 -0.1 -0.3 0.0
O 0.441 1.139 -3.190 -0.6 -0.7 -0.3
H 0.853 1.973 -2.884 -0.2 0.2 -0.5
H 0.374 1.101 -4.157 0.2 0.4 0.6
O 0.057 -4.107 -0.801 0.2 0.1 0.6
H 0.330 -4.624 -0.025 -0.3 0.0 -0.3
H -0.245 -4.728 -1.462 -0.1 -0.3 -0.1
O 3.371 1.798 -1.479 0.0 -0.7 1.0
H 3.689 2.429 -0.831 0.5 0.6 -0.2
H 3.235 1.067 -0.851 -0.2 -0.3 -0.2
O -1.959 2.560 0.944 0.4 -0.8 0.0
H -2.482 1.897 1.481 0.5 1.3 -0.2
H -2.586 3.133 0.516 -0.4 0.2 -0.1
O 2.224 -0.815 -2.804 -0.2 -0.6 0.3
H 2.876 -0.138 -2.637 0.4 0.3 -0.1
H 1.392 -0.300 -2.844 0.2 0.1 -0.1
O 0.615 3.740 0.629 -0.5 -1.4 0.3
H 1.180 2.974 0.813 0.4 0.4 0.0
H -0.242 3.260 0.785 0.1 0.9 -0.2
O 1.464 3.407 -2.307 0.5 0.3 1.5
H 1.104 4.196 -1.891 -0.6 0.4 -0.4
H 1.846 3.026 -1.479 -0.1 -0.2 -1.2

Record 2
288
Properties=species:S:1:pos:R:3:forces:R:3 method="wB97M-V/def2-TZVPD" smiles=COCCNCCOC.COCCNCCOC.COCCNCCOC.COCCNCCOC.COCCNCCOC.COCCNCCOC.COCCNCCOC.COCCNCCOC.COCCNCCOC.COCCNCCOC.COCCNCCOC.COCCNCCOC lumo_ev=0.6 e_tot_ha=-5313.35032 fmax_ev_per_a=2.970 homo_lumo_gap_ev=8.76 multiplicity=1 e_above_lowest_kcal_mol=89.8
C 4.688 -8.351 3.200 1.2 1.0 -1.3
O 5.603 -7.383 2.571 0.1 -1.0 0.2
C 5.300 -6.006 2.708 -0.1 -0.1 0.3
C 6.477 -5.054 2.283 -0.7 -0.9 0.1
N 6.157 -3.628 2.307 0.8 0.2 -0.4
C 6.000 -3.070 3.646 -0.6 0.6 -0.1
C 5.567 -1.545 3.694 0.9 -2.2 -1.4
O 4.275 -1.386 3.090 1.5 -0.2 0.5
C 4.051 -0.006 3.001 -1.4 0.5 0.0
H 4.666 -8.271 4.286 -0.2 0.4 0.0
H 5.097 -9.329 2.948 0.1 0.1 0.0
H 3.715 -8.277 2.714 -0.2 0.1 0.4
H 5.034 -5.877 3.757 -0.1 0.5 0.2
H 4.434 -5.767 2.090 -0.3 0.2 -0.1
H 6.832 -5.379 1.305 -0.3 0.2 -0.3
H 7.336 -5.300 2.907 0.0 0.4 0.4
H 5.422 -3.331 1.681 -0.1 -0.4 0.1
H 6.976 -3.162 4.124 0.0 0.1 0.3
H 5.286 -3.742 4.123 -0.2 0.5 0.9
H 6.318 -1.000 3.122 0.1 0.0 -0.7
H 5.753 -1.077 4.660 -1.0 -0.4 0.7
H 4.710 0.565 2.346 0.7 -0.2 0.2
H 4.052 0.361 4.027 0.1 0.6 0.0
H 3.074 0.177 2.553 -0.2 -0.2 0.2
C -8.361 -2.541 -0.769 0.3 1.4 -0.1
O -7.625 -3.634 -1.224 0.0 -0.4 -0.1
C -8.008 -3.916 -2.565 0.9 -1.4 -0.1
C -7.276 -5.223 -3.022 -1.0 0.7 0.9
N -5.832 -5.139 -2.938 -1.0 1.1 -1.3
C -5.191 -6.369 -3.336 2.1 0.1 1.7
C -3.716 -6.437 -2.739 -0.8 0.1 0.2
O -3.776 -6.529 -1.308 -2.1 0.1 -0.6
C -2.590 -6.730 -0.647 1.5 0.5 -0.1
H -8.154 -1.695 -1.425 -0.3 0.3 -0.5
H -8.022 -2.130 0.182 0.1 -0.8 0.3
H -9.439 -2.706 -0.760 -0.1 -0.2 0.1
H -7.787 -3.063 -3.206 0.2 0.2 -0.1
H -9.084 -4.089 -2.594 -0.2 -0.1 -0.1
H -7.702 -5.567 -3.964 0.5 0.4 -0.6
H -7.619 -6.007 -2.346 -0.3 -0.3 0.5
H -5.656 -4.744 -2.025 0.7 -0.6 0.2
H -5.125 -6.468 -4.420 0.0 0.2 -0.1
H -5.765 -7.215 -2.957 0.1 -0.5 0.1
H -3.119 -5.566 -3.011 -0.2 0.5 -0.1
H -3.137 -7.265 -3.148 -0.2 -0.5 0.0
H -1.957 -5.846 -0.721 0.4 0.3 -0.4
H -2.049 -7.562 -1.098 0.2 -0.3 0.2
H -2.667 -6.832 0.436 -0.8 -0.5 -0.1
C -4.085 3.554 -9.548 -0.4 -0.6 0.4
O -3.370 4.283 -8.615 1.4 1.5 -0.1
C -3.831 4.303 -7.280 1.1 -1.3 -0.1
C -2.824 5.029 -6.387 -0.5 -0.3 -0.1
N -1.652 4.289 -5.900 0.2 1.6 -1.1
C -0.836 5.199 -5.054 1.1 -2.1 -1.1
C 0.613 4.626 -4.931 -0.1 -0.3 0.8
O 0.609 3.362 -4.239 -1.0 1.2 -0.1
C 1.661 2.507 -4.538 -0.3 -0.8 0.3
H -4.267 2.568 -9.122 -0.5 -0.3 -0.1
H -3.509 3.381 -10.457 0.2 0.4 0.1
H -5.018 4.061 -9.793 -0.3 -0.2 -0.1
H -3.811 3.255 -6.983 -0.7 -0.3 0.5
H -4.828 4.735 -7.196 -0.1 0.1 0.0
H -3.406 5.392 -5.540 -0.2 0.3 0.3
H -2.539 5.892 -6.989 0.4 0.2 0.2
H -1.847 3.349 -5.587 0.0 0.3 0.7
H -1.289 5.387 -4.081 0.1 0.2 0.2
H -0.727 6.114 -5.636 -0.1 0.2 0.3
H 1.314 5.221 -4.346 -0.3 0.8 0.2
H 1.132 4.539 -5.886 -0.6 -0.3 -0.5
H 1.609 1.731 -3.774 0.1 -0.2 -0.1
H 2.656 2.944 -4.451 0.1 0.3 -0.3
H 1.453 2.062 -5.511 0.6 -0.1 -0.3
C 8.531 10.452 7.282 -1.4 -0.4 0.2
O 7.458 9.850 6.500 0.6 -0.5 0.4
C 7.121 8.480 6.853 -0.2 0.6 0.0
C 5.957 7.942 5.978 0.8 -0.1 -0.2
N 6.282 7.949 4.563 0.4 0.1 -0.3
C 5.219 7.503 3.670 0.1 1.3 -1.4
C 5.712 7.569 2.157 -0.8 -1.5 1.2
O 4.832 6.704 1.403 0.0 0.4 -0.6
C 4.649 7.018 -0.005 0.6 0.9 1.2
H 8.288 10.509 8.343 -0.5 -0.2 0.2
H 8.585 11.498 6.980 0.3 -0.3 -0.4
H 9.480 9.915 7.276 0.1 0.0 -0.7
H 6.797 8.482 7.893 -0.2 -0.1 0.2
H 8.006 7.845 6.816 0.1 -0.1 -0.4
H 5.058 8.515 6.204 -0.3 0.1 0.1
H 5.766 6.885 6.163 0.0 0.0 0.8
H 6.466 8.914 4.329 0.3 0.2 -0.2
H 4.409 8.233 3.701 -0.6 0.0 0.1
H 4.755 6.548 3.916 0.6 -0.2 0.0
H 6.725 7.168 2.133 0.2 0.0 -0.2
H 5.716 8.605 1.820 -0.2 0.0 -0.2
H 5.603 7.221 -0.492 0.2 -0.5 -0.1
H 4.115 7.964 -0.093 -0.4 0.0 0.0
H 4.095 6.225 -0.508 0.2 -0.1 0.3
C -0.340 -6.495 -4.732 -0.6 0.3 -0.6
O -0.380 -5.703 -3.607 1.3 1.1 1.3
C 0.876 -5.581 -2.859 -1.7 -0.4 0.4
C 0.696 -4.295 -2.081 0.9 0.0 0.3
N 1.923 -3.926 -1.330 -1.5 -0.7 -1.2
C 1.738 -2.608 -0.772 1.7 -0.4 1.1
C 3.084 -2.120 -0.158 -1.5 0.7 -0.1
O 3.957 -1.585 -1.138 -1.1 -0.8 -0.3
C 5.079 -1.043 -0.529 1.0 0.1 -0.9
H -0.181 -7.540 -4.465 0.4 -0.2 -0.4
H 0.337 -6.036 -5.452 0.5 -0.7 -0.2
H -1.322 -6.391 -5.195 -0.2 -0.3 0.0
H 1.841 -5.559 -3.364 -0.3 0.2 -1.1
H 0.941 -6.505 -2.284 0.0 0.1 0.7
H -0.179 -4.317 -1.430 0.1 -0.4 0.4
H 0.408 -3.521 -2.792 0.2 0.2 -0.4
H 2.700 -4.004 -1.971 0.2 0.4 -0.1
H 0.982 -2.800 -0.011 0.2 0.5 0.6
H 1.301 -1.820 -1.385 0.2 0.0 -0.6
H 3.631 -2.865 0.419 -0.3 -0.4 0.0
H 2.794 -1.319 0.522 0.2 0.2 0.4
H 4.851 -0.063 -0.109 0.2 0.0 0.4
H 5.810 -0.953 -1.333 0.1 0.4 0.0
H 5.558 -1.723 0.175 -0.2 0.0 0.5
C -2.346 0.868 -6.110 -1.2 0.5 0.0
O -2.529 1.716 -4.981 1.3 -1.3 1.0
C -2.775 0.929 -3.788 -0.7 1.3 0.3
C -2.719 1.886 -2.582 0.4 -1.4 -0.5
N -1.368 2.358 -2.327 -0.3 -0.3 0.4
C -1.420 3.536 -1.490 0.5 1.2 -2.2
C -2.033 3.412 -0.161 1.0 -1.2 0.4
O -1.957 4.648 0.461 -0.6 0.8 -0.4
C -2.518 4.604 1.734 0.2 0.3 0.8
H -3.309 0.367 -6.208 0.0 -0.4 -0.7
H -1.572 0.102 -6.049 0.3 0.2 0.4
H -2.172 1.541 -6.950 0.1 -0.2 -0.1
H -2.145 0.063 -3.588 0.7 0.2 -0.5
H -3.766 0.495 -3.920 -0.4 0.1 0.3
H -2.964 1.296 -1.699 -0.6 -0.1 -0.1
H -3.448 2.687 -2.701 -0.1 0.3 -0.1
H -0.858 2.589 -3.168 0.0 0.1 -0.2
H -2.004 4.267 -2.049 -0.2 0.7 0.0
H -0.411 3.943 -1.426 0.1 0.0 0.3
H -1.379 2.724 0.374 -0.2 -0.6 0.6
H -3.034 2.988 -0.241 -0.3 0.2 0.3
H -1.894 3.996 2.389 0.0 -0.2 0.2
H -3.540 4.225 1.734 -0.2 -0.2 -0.1
H -2.534 5.607 2.159 0.0 0.1 -0.2
C 5.589 5.383 -3.832 0.2 0.1 -0.3
O 6.459 5.701 -2.747 -0.7 0.1 -1.3
C 7.024 4.548 -2.177 -0.2 0.8 1.2
C 7.883 5.044 -0.992 0.1 -1.0 -0.4
N 8.540 3.846 -0.444 -0.2 0.3 1.1
C 7.687 3.114 0.527 0.5 -1.1 -2.0
C 7.139 3.820 1.712 -1.7 0.3 0.5
O 6.440 2.845 2.522 1.2 0.0 -0.1
C 6.219 3.251 3.845 -0.3 -0.2 0.5
H 4.693 4.848 -3.516 -0.1 -0.1 0.3
H 6.070 4.790 -4.609 0.4 -0.4 0.2
H 5.273 6.257 -4.401 0.1 0.5 0.6
H 7.573 3.928 -2.886 0.5 0.3 -0.1
H 6.227 3.905 -1.804 -0.3 -0.2 0.2
H 7.314 5.564 -0.221 -0.6 0.0 -0.2
H 8.582 5.805 -1.339 0.3 -0.4 -0.2
H 9.391 4.080 0.047 0.2 0.3 -0.1
H 8.272 2.245 0.829 0.1 0.1 0.4
H 6.904 2.666 -0.085 -0.4 0.0 0.2
H 6.315 4.501 1.499 0.3 0.6 -0.6
H 7.930 4.412 2.170 0.1 -0.3 0.8
H 5.510 4.070 3.968 -0.1 0.4 -0.4
H 7.143 3.518 4.357 0.2 0.0 0.0
H 5.754 2.425 4.382 0.2 -0.2 -0.1
C -2.459 1.397 3.187 0.0 -1.1 0.7
O -2.190 0.128 3.819 0.4 0.0 -0.9
C -3.192 -0.861 3.624 -1.1 -0.6 1.3
C -2.665 -2.267 4.008 0.3 2.7 -0.4
N -1.759 -2.601 2.941 -0.3 -2.0 0.3
C -1.493 -4.060 3.014 0.1 1.5 -0.6
C -0.470 -4.312 1.989 2.1 -0.9 -0.1
O -0.070 -5.668 2.112 -0.1 -0.8 -0.8
C 0.968 -6.107 1.203 -1.1 0.9 0.8
H -1.540 1.982 3.149 0.1 -0.2 0.1
H -3.185 1.922 3.808 -0.2 0.3 -0.2
H -2.818 1.249 2.169 -0.2 0.1 -0.1
H -3.624 -0.893 2.624 0.4 0.2 -0.4
H -4.018 -0.656 4.305 -0.4 0.3 0.2
H -3.431 -3.025 4.171 -0.1 0.3 -0.4
H -2.158 -2.113 4.961 0.1 -0.3 0.3
H -0.919 -2.049 3.032 0.2 -0.1 0.1
H -2.434 -4.555 2.773 0.1 -0.2 0.3
H -1.051 -4.408 3.948 -0.4 0.0 0.4
H 0.427 -3.742 2.229 0.2 0.6 0.2
H -0.729 -3.944 0.996 -0.5 -0.6 -0.5
H 0.966 -7.196 1.219 -0.1 0.1 -0.2
H 1.936 -5.739 1.541 0.2 0.1 -0.1
H 0.734 -5.673 0.231 0.3 -0.4 -0.3
C -8.395 -2.662 -6.416 -0.3 0.5 -0.8
O -7.470 -1.738 -6.997 -0.1 -0.4 0.6
C -6.656 -1.097 -6.035 1.4 0.1 -0.4
C -5.517 -2.008 -5.559 0.6 -0.7 -0.2
N -4.615 -2.492 -6.609 0.4 -0.2 -1.1
C -3.845 -3.719 -6.278 -0.2 0.1 -2.0
C -2.961 -4.193 -7.580 -0.9 0.5 2.4
O -3.882 -4.555 -8.563 -0.2 -0.3 -1.3
C -3.251 -5.263 -9.648 -0.4 1.1 0.0
H -7.998 -3.301 -5.627 0.3 0.1 0.0
H -8.768 -3.276 -7.235 0.2 -0.1 0.1
H -9.260 -2.115 -6.041 -0.1 0.1 0.3
H -7.228 -0.674 -5.208 -0.2 -0.3 0.3
H -6.178 -0.242 -6.513 -0.2 0.1 -0.4
H -5.962 -2.860 -5.046 0.0 -0.2 0.5
H -4.778 -1.516 -4.927 -0.8 0.4 0.8
H -5.103 -2.678 -7.473 -0.3 0.0 -0.1
H -4.561 -4.530 -6.147 0.0 -0.4 0.4
H -3.325 -3.543 -5.336 0.5 -0.2 -0.2
H -2.377 -5.093 -7.390 0.3 0.0 0.7
H -2.277 -3.399 -7.882 -0.1 0.2 -0.2
H -3.927 -5.314 -10.501 -0.5 -0.3 0.4
H -2.906 -6.254 -9.355 0.1 0.0 0.1
H -2.448 -4.655 -10.065 0.5 -0.1 0.3
C -4.728 -3.958 1.172 0.7 0.7 -0.6
O -5.022 -4.398 2.467 -0.7 -0.5 -0.1
C -6.389 -4.253 2.824 0.5 -1.0 1.3
C -6.656 -5.200 4.018 -1.4 -0.5 -0.5
N -5.793 -5.217 5.177 -0.3 0.7 -0.6
C -5.755 -3.957 5.909 2.0 -0.1 0.2
C -4.673 -4.122 7.036 -0.1 1.7 -0.3
O -3.338 -3.916 6.501 -0.3 -0.5 0.2
C -2.276 -4.276 7.391 -0.7 -0.7 -0.3
H -3.692 -4.200 0.936 0.2 0.3 0.4
H -4.893 -2.881 1.130 0.2 0.3 -0.2
H -5.236 -4.391 0.310 -0.9 -0.5 0.4
H -7.063 -4.571 2.029 0.0 0.1 -0.3
H -6.648 -3.250 3.162 0.2 0.5 -0.4
H -6.599 -6.241 3.699 -0.4 0.0 -0.6
H -7.685 -4.975 4.298 -0.2 -0.2 0.2
H -4.939 -5.218 4.638 1.2 -0.4 0.7
H -6.701 -3.544 6.260 -0.2 -0.8 0.4
H -5.437 -3.188 5.205 0.5 0.5 0.2
H -4.783 -5.052 7.594 0.1 -0.4 -0.4
H -4.823 -3.323 7.762 -0.1 0.2 0.2
H -2.121 -3.592 8.225 -0.3 0.2 0.0
H -1.331 -4.386 6.857 -0.2 0.4 -0.4
H -2.485 -5.277 7.767 0.0 -0.1 0.4
C -0.265 4.295 8.963 -0.3 0.6 0.6
O -0.010 3.797 7.699 0.3 -0.9 -1.0
C 0.896 2.702 7.716 0.2 -0.6 -1.4
C 1.225 2.164 6.266 -0.3 2.0 2.2
N 1.817 3.284 5.574 0.2 0.6 -1.1
C 1.969 3.037 4.146 1.0 0.9 -1.2
C 2.147 4.295 3.178 0.2 -0.4 0.7
O 0.925 4.807 2.695 -0.7 0.0 0.4
C 1.008 5.676 1.583 -0.2 0.2 0.1
H 0.609 4.792 9.386 0.3 -0.1 0.2
H -0.623 3.525 9.646 0.0 -0.2 0.2
H -1.039 5.059 8.894 -0.1 -0.1 -0.2
H 0.526 1.852 8.289 -0.3 0.1 0.3
H 1.858 3.021 8.118 0.1 0.1 0.3
H 0.334 1.791 5.762 -0.1 -0.4 0.0
H 1.990 1.419 6.487 -0.1 -0.4 -0.5
H 1.323 4.151 5.725 -0.4 -0.2 0.2
H 1.210 2.383 3.716 -0.6 0.1 0.0
H 2.880 2.444 4.065 0.3 0.0 -0.4
H 2.795 4.066 2.332 0.0 -0.6 -0.1
H 2.669 5.124 3.655 0.2 0.0 0.6
H 0.096 6.272 1.539 -0.4 -0.6 -0.2
H 1.158 5.079 0.684 -0.1 0.1 -0.3
H 1.743 6.481 1.604 0.8 -0.3 0.5
C 3.712 2.786 0.023 -0.8 -0.8 -0.1
O 2.710 1.934 0.666 1.5 0.7 0.5
C 1.659 1.605 -0.202 -0.6 0.6 -0.4
C 0.578 0.711 0.361 0.4 -0.1 1.3
N -0.297 0.212 -0.664 0.0 -2.5 0.3
C -1.315 -0.689 -0.045 -1.4 1.0 -0.3
C -2.074 -1.712 -0.926 0.6 0.2 -1.4
O -3.229 -1.203 -1.642 0.2 1.0 0.4
C -4.087 -2.180 -2.188 0.4 -1.0 0.7
H 4.274 2.186 -0.693 0.2 -0.2 0.0
H 4.399 3.259 0.726 -0.2 -0.5 0.4
H 3.279 3.598 -0.561 -0.6 0.1 0.0
H 2.039 1.135 -1.109 0.0 0.1 -0.3
H 1.130 2.542 -0.374 0.0 0.3 -1.0
H 0.049 1.227 1.163 -0.4 0.7 0.2
H 0.995 -0.095 0.965 0.4 -0.6 -0.5
H -0.741 0.938 -1.209 0.0 0.4 -0.2
H -2.082 -0.007 0.323 -0.4 -0.1 0.7
H -0.929 -1.224 0.822 0.2 0.0 -0.2
H -2.387 -2.635 -0.437 0.1 0.1 0.6
H -1.317 -1.984 -1.662 0.0 -0.4 -0.4
H -3.614 -2.780 -2.965 0.3 0.0 -0.2
H -5.034 -1.831 -2.600 0.3 0.8 0.1
H -4.369 -2.869 -1.392 -0.1 -0.3 0.2

Record 3
13
Properties=species:S:1:pos:R:3:forces:R:3 method="wB97M-V/def2-TZVPD" smiles="C=NN1CCC1=O" lumo_ev=1.0 e_tot_ha=-340.67129 fmax_ev_per_a=4.794 homo_lumo_gap_ev=10.34 multiplicity=1 e_above_lowest_kcal_mol=77.6
C -2.444 0.386 0.046 1.9 4.3 -1.2
N -1.655 -0.585 0.062 1.7 -1.1 -0.5
N -0.290 -0.309 -0.231 -2.3 1.3 0.7
C 0.816 -1.251 -0.069 1.1 1.9 -1.1
C 1.730 0.021 0.144 1.4 1.7 -2.4
C 0.483 0.892 -0.159 1.5 -2.3 1.8
O 0.364 2.071 -0.040 -1.3 0.4 -0.7
H -1.988 1.491 -0.182 -1.4 -2.5 0.6
H -3.506 0.301 0.123 -0.4 -0.5 0.4
H 0.819 -1.988 0.677 -0.5 -0.5 1.6
H 0.958 -1.779 -0.992 0.4 -0.2 -0.6
H 2.650 0.407 -0.498 -1.8 -1.7 0.7
H 2.063 0.343 1.120 -0.3 -0.7 0.7

Question: What is the multiplicity in the first record?
Answer: 1